{"formula": "C5H12O2", "method": "ωB97M-V/def2-TZVPD", "species": ["C", "C", "C", "C", "C", "H", "H", "H", "H", "H", "H", "H", "H", "H", "H", "O", "H", "H", "O"], "xyz": [[-0.2956, 1.6148, 0.4902], [0.9466, 0.7804, 0.4862], [2.1235, 1.2896, 0.0150], [1.6888, -1.6864, 0.7691], [0.7693, -0.5851, 0.8952], [-0.7022, 1.8487, 1.4878], [-1.1405, 1.0213, 0.1301], [-0.2060, 2.5448, -0.0486], [2.2956, 2.3291, -0.2521], [3.0115, 0.6695, -0.0304], [2.6821, -1.6102, 1.1962], [1.3663, -2.4218, 0.0437], [-0.2187, -0.7266, 1.3561], [-2.6987, -1.7177, -0.2785], [-3.9875, -1.3809, 0.3679], [-3.6515, -1.7883, -0.4497], [-0.3230, -0.2950, -1.3495], [-0.6560, 0.0817, -2.8619], [-1.0039, 0.0321, -1.9670]], "forces_ev_per_angstrom": [[-1.105, -0.130, 1.094], [0.733, -0.626, 0.560], [0.462, 0.281, -0.065], [-0.949, 1.154, 0.287], [-0.291, 0.482, -0.219], [0.698, 0.187, 0.220], [0.196, 0.252, -0.576], [0.030, 0.207, -0.342], [-0.410, -0.016, -0.046], [-0.060, -0.153, 0.012], [0.393, -0.101, -0.706], [0.393, -0.909, 0.522], [-0.229, -0.478, -0.642], [-0.015, -0.045, -0.522], [-0.138, -0.216, -0.512], [0.189, 0.297, 0.992], [0.217, 0.168, -0.272], [0.349, -0.171, 0.347], [-0.463, -0.184, -0.132]], "lowdin_charge": [-0.128, -0.502, -0.061, -0.134, -0.309, 0.065, 0.042, 0.060, 0.004, 0.007, -0.015, -0.019, 0.052, 0.026, 0.033, -0.081, 0.015, 0.028, -0.082], "multiplicity": 2, "e_above_lowest_kj_mol": 161.9, "charge": -1, "gap_ev": [4.82, 5.42]}